This record from the Open Molecules 2025 dataset describes a molecular structure, C42H41BrHfO2P2. The level of theory is wB97M-V/def2-TZVPD.

The geometry in XYZ format:
```
89
Properties=species:S:1:pos:R:3:forces:R:3:lowdin_charge:R:1
Hf 0.573839 1.376704 -0.733141 0.93 -1.52 1.79 1.462
C 1.266025 5.494255 -1.384385 0.70 0.30 0.46 -0.107
C 1.113122 5.414813 -0.054337 0.54 1.02 -0.51 -0.116
C 0.231697 6.350073 0.717303 -0.31 -0.18 0.39 -0.171
C -1.150696 6.632744 0.088940 -0.28 0.84 0.24 -0.166
C -1.796410 5.483441 -0.632674 -0.44 0.41 -0.23 -0.114
C -1.578803 5.143625 -1.903493 -0.68 0.88 -0.02 -0.117
C -0.792511 5.992715 -2.852486 0.83 -0.09 -0.42 -0.167
C 0.577309 6.451993 -2.301778 -0.08 0.83 -0.16 -0.166
C -1.712341 -0.394263 -0.389318 1.27 -0.47 -0.45 -0.182
H 2.055849 4.936994 -1.883446 -0.15 0.11 0.36 0.085
H 1.794150 4.821235 0.559992 -0.31 0.12 -0.31 0.075
H 0.745862 7.311099 0.889506 -0.09 -0.28 -0.14 0.135
H 0.077218 5.940245 1.720732 0.03 -0.01 -0.01 0.076
H -1.828158 6.946098 0.901465 0.25 -0.06 -0.27 0.121
H -1.048879 7.523754 -0.551882 -0.26 -0.46 0.08 0.112
H -2.615949 5.022751 -0.084196 0.43 -0.12 -0.18 0.080
H -2.164178 4.367006 -2.379682 0.12 0.07 0.28 0.056
H -1.351848 6.892320 -3.168570 0.02 -0.39 0.26 0.132
H -0.607425 5.444523 -3.782416 -0.11 -0.10 0.05 0.104
H 1.240821 6.667957 -3.148862 -0.12 -0.12 0.14 0.121
H 0.444823 7.420671 -1.809360 0.12 -0.19 0.00 0.107
H -0.867260 -0.503396 -1.113820 -0.53 -0.77 0.64 0.012
H -2.557200 -1.047890 -0.720931 0.65 0.67 0.09 0.126
H -1.458020 -0.671448 0.629724 0.31 -0.16 0.06 0.080
P 0.562182 2.337669 1.592085 -2.58 -0.39 0.11 0.976
P -2.360908 1.277324 -0.401463 -2.77 0.60 1.60 0.877
C -0.995104 3.153198 1.490983 1.37 -0.73 0.04 -0.352
C -1.964766 2.747526 0.567556 0.75 -0.67 0.64 -0.344
C 1.686089 2.563509 2.932941 0.98 0.43 0.68 -0.435
C 1.814021 3.787265 3.627689 0.16 -0.68 -0.16 -0.081
C 2.740498 3.879188 4.670151 -0.06 -0.07 0.01 -0.057
C 3.535753 2.774423 5.014078 -0.22 -0.05 -0.23 -0.049
C 3.429125 1.566555 4.303581 -0.01 0.40 0.03 -0.060
C 2.524296 1.459854 3.253548 -0.53 0.46 -0.23 -0.100
C 1.982154 2.871248 -0.726583 -0.75 -1.40 -1.15 -0.363
C 1.535460 2.734000 -2.126717 3.20 0.63 -0.52 -0.278
C 2.597533 2.687160 -3.081102 -1.00 0.48 0.05 -0.027
C 3.882898 3.026661 -2.683298 0.31 -0.07 -0.19 -0.032
C 4.213151 3.265043 -1.339508 -0.09 0.52 0.27 0.000
C 3.280194 3.076766 -0.318685 -0.06 0.18 -0.97 -0.070
C -3.881946 0.870522 0.480682 -0.21 -0.25 -0.59 -0.351
C -3.754167 0.638800 1.859898 -0.33 0.16 -0.23 -0.079
C -4.895730 0.275603 2.574160 0.27 0.07 -0.38 -0.043
C -6.111348 0.143616 1.882831 0.04 -0.01 -0.17 -0.043
C -6.207530 0.341310 0.496382 0.27 -0.01 0.09 -0.041
C -5.062688 0.686721 -0.230899 -0.23 0.00 0.56 -0.065
C -2.703254 1.555721 -2.134452 -0.17 0.62 -0.50 -0.340
C -2.149691 0.792554 -3.182789 0.17 0.14 0.14 -0.075
C -2.394183 1.155969 -4.508749 -0.05 0.02 -0.16 -0.044
C -3.186710 2.271711 -4.799486 -0.09 -0.08 0.32 -0.024
C -3.786893 3.004922 -3.762212 0.06 -0.30 0.03 -0.041
C -3.548602 2.645117 -2.438542 0.25 -0.10 -0.18 -0.118
H -1.165612 4.058124 2.099721 -0.29 -0.54 -0.37 0.090
H -2.920215 3.293922 0.654333 0.53 -0.23 -0.79 0.091
H 1.184771 4.622853 3.316148 0.28 -0.08 0.31 0.094
H 2.840635 4.819178 5.222896 -0.02 -0.41 -0.23 0.119
H 4.247569 2.852567 5.839586 -0.26 0.00 -0.30 0.118
H 4.057266 0.714850 4.569693 -0.18 0.28 -0.08 0.117
H 2.430665 0.549086 2.653490 0.11 0.26 0.38 0.084
H 0.523770 3.065357 -2.454553 0.18 -0.52 0.07 0.130
H 2.338458 2.443620 -4.115213 0.32 0.52 0.16 0.131
H 4.666858 3.157236 -3.431924 -0.27 -0.29 0.19 0.128
H 5.196960 3.630069 -1.064304 0.15 -0.38 -0.24 0.129
H 3.527545 3.097799 0.748209 0.03 -0.06 -0.44 0.126
H -2.773008 0.761728 2.339951 -0.54 -0.01 -0.05 0.115
H -4.808503 0.106239 3.652182 -0.26 0.01 -0.46 0.122
H -6.997011 -0.137931 2.441661 0.04 0.06 -0.08 0.116
H -7.149381 0.231725 -0.043036 0.18 -0.05 0.38 0.120
H -5.068389 0.829713 -1.318459 -0.24 -0.10 0.54 0.110
H -1.523079 -0.085970 -2.993152 -0.28 0.28 -0.09 0.104
H -1.976905 0.542905 -5.318994 -0.18 0.39 0.40 0.127
H -3.354471 2.567548 -5.834191 0.02 -0.12 0.24 0.124
H -4.429103 3.863019 -3.976238 0.25 -0.32 0.00 0.132
H -3.967149 3.245862 -1.625595 0.02 -0.21 -0.30 0.125
Br 3.148146 -2.761284 -3.027579 0.14 -0.11 0.01 0.848
C 2.938879 -3.213698 -1.215934 -0.83 -0.13 0.94 -0.596
C 3.231084 -4.513925 -0.793226 0.15 0.16 0.05 -0.097
C 3.098624 -4.905942 0.545010 -0.33 0.69 -0.35 -0.031
C 2.610402 -3.977840 1.457863 -0.13 0.32 0.43 -0.052
C 2.271359 -2.680191 1.065729 0.07 -0.54 -0.06 -0.010
C 2.398412 -2.291951 -0.272147 0.45 -0.08 -0.60 -0.169
C 1.894649 -0.943182 -0.603299 -0.58 0.64 0.07 -0.511
O 1.822260 -0.046249 0.353182 -0.46 -0.39 -1.29 -0.183
O 1.378543 -0.590661 -1.729212 0.04 0.56 1.18 -0.135
H 3.559328 -5.249826 -1.510063 0.15 0.08 -0.18 0.108
H 3.338168 -5.924547 0.854172 -0.06 0.34 -0.15 0.126
H 2.463540 -4.253317 2.499514 0.09 -0.01 -0.19 0.116
H 1.853982 -1.970625 1.779735 0.18 -0.25 -0.14 0.117
```
Positions in Å, forces in eV/Å.

F_max = 0.0643 Eh/bohr
HOMO-LUMO gap (alpha / beta) = 5.11 / 5.09 eV
Molar mass = 898.1 g/mol
Total charge = +2
LUMO energy (alpha / beta) = -6.90 / -6.91 eV
Energy relative to the best compared isomer or geometry (same formula, charge and spin) = 0.0 kJ/mol